Here is a molecular structure, C18H42ClN4O8P4S2 from the OMol25 dataset. Energies are from ωB97M-V/def2-TZVPD.

Cartesian coordinates (Å):
C  4.774  -0.916  3.355
C  3.362  -0.318  3.264
C  2.451  -1.017  2.238
C  1.797  0.006  1.335
O  0.966  -0.641  0.360
C  0.890  -0.254  -1.002
C  2.232  0.050  -1.661
C  3.303  -1.035  -1.390
C  3.523  -1.877  -2.638
N  3.214  -3.250  -2.598
O  3.963  -1.374  -3.639
N  0.369  -1.404  -1.706
C  -0.860  -2.009  -1.217
S  -1.399  -3.148  -2.594
P  -0.528  -3.251  0.171
N  -0.410  -2.871  1.676
C  -1.989  -0.957  -0.936
S  -2.973  -0.817  -2.522
C  -3.017  -1.435  0.132
O  -2.731  -0.887  1.392
C  -3.164  -1.640  2.548
C  -4.072  -0.781  3.415
C  -4.829  -1.628  4.441
N  -1.416  0.400  -0.507
P  -2.526  1.928  -0.272
O  -3.960  1.218  -0.352
Cl  -2.323  2.198  1.738
C  -0.127  0.911  -1.188
C  0.362  2.131  -0.345
C  0.202  3.647  -0.615
C  -0.965  4.353  -1.296
O  -0.459  5.646  -1.644
P  -0.341  1.114  -3.095
P  1.023  2.618  -3.941
O  1.396  1.999  -5.215
O  2.262  2.905  -2.964
O  0.228  3.990  -4.091
H  4.792  -1.946  3.002
H  5.145  -0.916  4.375
H  5.475  -0.359  2.736
H  2.900  -0.325  4.249
H  3.468  0.736  2.995
H  3.061  -1.699  1.646
H  1.681  -1.598  2.742
H  2.561  0.648  0.897
H  1.172  0.650  1.963
H  2.639  1.003  -1.344
H  2.127  0.116  -2.744
H  4.255  -0.545  -1.201
H  3.023  -1.679  -0.561
H  3.037  -3.568  -1.653
H  2.408  -3.482  -3.167
H  1.074  -2.132  -1.685
H  -0.752  -4.221  -2.118
H  0.659  -3.817  -0.341
H  -1.504  -4.228  -0.049
H  -0.512  -1.881  1.833
H  -3.164  0.503  -2.531
H  -3.085  -2.526  0.126
H  -3.995  -1.093  -0.185
H  -3.700  -2.535  2.239
H  -2.282  -1.958  3.094
H  -3.477  -0.020  3.914
H  -4.786  -0.303  2.742
H  -4.931  -2.661  4.109
H  -5.833  -1.248  4.608
H  -4.307  -1.658  5.394
H  -1.090  0.206  0.456
H  -4.622  1.757  0.108
H  1.433  1.994  -0.276
H  0.042  1.957  0.684
H  0.272  4.125  0.364
H  1.098  3.984  -1.120
H  -1.808  4.465  -0.615
H  -1.330  3.883  -2.201
H  -1.022  6.329  -1.275
H  -1.540  1.850  -3.097
H  2.596  3.809  -2.995
H  0.657  4.789  -3.760

maximum force	1.5	eV/A
E_tot	-113029.0828	eV
net charge	+1
frontier orbital gap	8.40	eV

Here is a molecular structure, C18H42CuIN6O6 from the OMol25 dataset. Energies are from ωB97M-V/def2-TZVPD.

Cartesian coordinates (Å):
Cu  30.635  13.095  -0.309
I  33.055  12.930  -1.496
C  29.922  17.036  1.412
C  30.483  16.553  0.096
O  30.658  15.371  -0.147
N  30.760  17.502  -0.817
C  31.299  17.162  -2.104
H  28.833  17.090  1.346
H  30.282  18.032  1.677
H  30.184  16.334  2.197
H  30.703  18.466  -0.540
H  32.109  16.434  -1.989
H  31.724  18.050  -2.562
H  30.542  16.702  -2.740
C  26.732  14.599  0.690
C  27.579  13.443  1.150
O  28.769  13.338  0.890
N  26.936  12.483  1.851
C  27.663  11.417  2.522
H  26.118  15.004  1.496
H  26.051  14.251  -0.091
H  27.347  15.400  0.289
H  25.982  12.625  2.136
H  27.458  10.459  2.041
H  27.325  11.357  3.555
H  28.724  11.635  2.449
C  31.002  13.900  4.065
C  31.870  14.059  2.826
O  31.496  13.651  1.737
N  33.031  14.719  2.979
C  33.914  14.988  1.856
H  31.298  13.011  4.620
H  29.983  13.798  3.703
H  31.093  14.769  4.716
H  33.324  14.971  3.907
H  34.898  15.251  2.240
H  33.538  15.806  1.242
H  34.022  14.100  1.236
C  31.186  9.357  2.468
C  31.584  10.396  1.459
O  30.771  11.206  1.015
N  32.863  10.396  1.069
C  33.903  9.491  1.537
H  30.185  9.598  2.817
H  31.886  9.338  3.299
H  31.137  8.378  1.987
H  33.098  11.100  0.375
H  33.671  8.452  1.303
H  34.087  9.601  2.605
H  34.824  9.739  1.015
C  28.190  9.750  -0.751
C  29.079  10.438  -1.752
O  29.785  11.387  -1.435
N  29.066  9.979  -3.020
C  29.958  10.527  -4.023
H  28.817  9.354  0.048
H  27.600  8.942  -1.178
H  27.543  10.507  -0.308
H  28.511  9.179  -3.265
H  29.637  11.519  -4.341
H  29.971  9.862  -4.883
H  30.973  10.596  -3.631
C  27.494  14.365  -3.152
C  28.997  14.229  -3.178
O  29.649  13.904  -2.199
N  29.587  14.467  -4.377
C  31.016  14.292  -4.551
H  27.073  13.643  -3.852
H  27.188  15.372  -3.436
H  27.156  14.164  -2.143
H  28.974  14.704  -5.136
H  31.572  14.993  -3.935
H  31.269  14.457  -5.596
H  31.312  13.277  -4.290

multiplicity	2
energy relative to the best compared isomer or geometry (same formula, charge and spin)	0.0	kJ/mol
maximum force	0.7	eV/A
E_tot	-93312.5898	eV
net charge	+1
frontier orbital gap (spin up / spin down)	8.80 / 6.84	eV

What is the E_tot in the second record?
-93312.5898 eV